Record 1
# C9H15ClN3

A gas-phase ion, C9H15ClN3 (charge +1) in a non-equilibrium geometry (ωB97M-V/def2-TZVPD, the OMol25 dataset).

```
28
Properties=species:S:1:pos:R:3:forces:R:3:lowdin_spin:R:1
C 1.71564 -1.21410 2.66015 -3.969 -2.551 5.668 0.46
C 0.33369 -1.41474 2.19762 -0.619 -0.775 2.936 0.07
C 2.51829 -0.72630 1.75851 4.963 4.342 -5.695 0.19
C 0.45878 -1.81878 0.82116 -2.124 0.594 -3.112 0.07
C 0.64033 1.31749 -1.41422 -2.929 -1.289 0.573 0.02
C -0.81946 -0.58809 -1.65795 -0.110 1.527 -0.240 0.02
C -0.48724 2.21993 -0.82619 1.849 1.769 -0.750 0.01
C -1.89491 0.20845 -0.88583 -2.815 -1.531 -2.855 0.01
C 0.97149 -0.60869 0.10940 -3.436 -1.859 -1.716 0.45
N 2.15198 -0.19859 0.53660 3.903 -0.557 3.174 0.37
N 0.40549 -0.10458 -1.08047 1.615 0.356 -0.268 0.20
N -1.76314 1.65626 -1.18747 -2.520 0.459 -2.962 0.00
Cl -0.49140 0.15149 2.37169 -1.061 0.717 0.561 0.07
H 1.95044 -1.43243 3.75148 0.042 0.336 -1.788 0.02
H -0.24789 -2.17652 2.74685 0.323 0.630 0.262 0.01
H 3.58169 -0.62076 2.01667 -0.457 0.284 -0.328 0.00
H 1.11780 -2.60578 0.87148 2.256 -1.792 -0.443 0.01
H -0.39760 -2.36625 0.44167 -0.732 0.711 -0.299 0.00
H 0.57143 1.40274 -2.45933 -0.059 0.036 -1.665 0.00
H 1.60919 1.54309 -1.17424 2.230 1.013 1.155 0.00
H -1.01904 -1.62048 -1.58793 0.102 -1.319 0.958 0.00
H -0.82345 -0.53435 -2.80403 -0.045 0.901 1.419 0.00
H -0.43355 2.30718 0.23407 0.072 -0.103 0.871 0.00
H -0.54866 3.26829 -1.25829 0.740 -1.139 0.509 0.00
H -2.94252 -0.16902 -1.24320 1.639 1.017 0.926 0.00
H -1.76240 0.12478 0.15156 0.066 -0.529 1.378 0.00
H -2.54564 2.27897 -0.81824 1.031 -1.316 -0.352 0.00
H -1.84936 1.72078 -2.27152 0.044 0.068 2.082 0.00
```
Positions in Å, forces in eV/Å.

Results
frontier orbital gap (spin up / spin down): 4.9 / 7.7 eV
net charge: +1
spin multiplicity: 3
⟨S²⟩: 2.0115

***

Record 2
# C6H10FN

C6H10FN in the gas phase in a non-equilibrium geometry (ωB97M-V/def2-TZVPD, the OMol25 dataset).

```
18
Properties=species:S:1:pos:R:3:forces:R:3:nbo_charge:R:1
C -1.62564 2.01866 0.39212 -1.062 -1.205 0.490 -0.45
C -0.34177 1.60524 0.44450 0.844 1.130 -0.086 -0.19
C 0.27504 0.17671 0.31325 0.587 3.818 1.684 0.01
N 0.40602 -0.36141 1.60282 2.607 -0.650 4.296 -0.84
C 1.68003 0.16963 -0.44521 0.645 -1.177 0.641 -0.39
C 1.01248 -0.99761 -1.30679 2.236 -0.919 -1.454 -0.44
C -0.29887 -0.64050 -0.77439 -2.706 -0.041 -0.761 0.19
F -1.13505 -1.76223 -0.37651 0.789 1.977 -0.868 -0.37
H -1.75383 3.16878 0.39443 -0.510 -2.273 0.293 0.23
H -2.60447 1.14740 0.45768 3.068 3.077 -0.655 0.22
H 0.48564 2.40483 0.66249 -1.595 -1.325 -0.670 0.20
H -0.41446 -0.50538 2.21121 0.363 0.351 -1.078 0.39
H 1.18861 0.11588 2.26771 -2.522 -1.336 -2.545 0.37
H 2.62228 -0.16915 0.20096 -2.258 0.640 -1.275 0.22
H 1.95473 1.10599 -0.95562 -0.406 -0.424 0.055 0.22
H 1.38362 -1.96486 -0.96345 -0.238 0.084 0.459 0.23
H 1.09911 -1.10461 -2.41193 0.101 0.703 0.638 0.21
H -0.79556 0.19823 -1.43550 0.055 -2.431 0.835 0.19
```
Positions in Å, forces in eV/Å.

Results
frontier orbital gap: 9.8 eV
relative energy (zero: lowest compared OMol25 entry of this formula, charge and spin): 2.935 eV
SMILES: C=C[C@]1(N)CC[C@H]1F